Entry from the Open Molecules 2025 dataset: a molecular structure, C5H15N3 (wB97M-V/def2-TZVPD).

Properties
spin multiplicity: 1
LUMO energy: 0.29 eV
DFT total energy: -9893.272 eV
frontier orbital gap: 5.66 eV

Positions of all 23 atoms, in Å:
N1 1.8720 1.0418 0.9543
N2 0.0054 0.1875 -1.4498
N3 2.3267 0.0777 0.3252
C1 -1.0742 -1.2739 0.6280
C2 1.9927 1.0874 2.3930
C3 -0.3292 -0.7076 -2.5649
C4 -2.4574 0.6217 -0.3225
C5 -1.1999 0.1279 0.0507
H1 -0.5714 0.8151 0.6301
H2 0.3607 -0.5858 -3.4072
H3 2.6553 1.9181 2.6504
H4 -0.0493 -1.6455 0.5651
H5 -1.3527 -1.2455 1.6809
H6 -1.3468 -0.4949 -2.8895
H7 -0.2798 -1.7367 -2.2158
H8 0.9579 0.0028 -1.0933
H9 -2.5683 1.3405 -1.1207
H10 2.7565 -0.6630 0.9217
H11 -0.0388 1.1584 -1.7553
H12 -3.3415 0.4876 0.2821
H13 1.0148 1.3098 2.8174
H14 2.3860 0.1537 2.8215
H15 -1.7185 -1.9770 0.0986

Entry from the Open Molecules 2025 dataset: a molecular structure, C5H15N3 (wB97M-V/def2-TZVPD).

Properties
spin multiplicity: 1
total charge: +2
LUMO energy: -9.32 eV
DFT total energy: -9877.834 eV
frontier orbital gap: 10.54 eV

Positions of all 23 atoms, in Å:
N1 -0.7901 2.1717 0.0343
N2 -1.9663 0.0228 0.1848
N3 0.7556 0.0001 0.1096
C1 0.9940 -0.8774 1.3638
C2 -0.9844 0.8880 0.0427
C3 -2.0998 -1.3232 -0.3415
C4 1.0256 -0.8131 -1.1407
C5 1.6831 1.1019 0.1029
H1 0.9005 -1.8793 -1.0878
H2 0.1346 -1.6178 1.4994
H3 0.5106 -0.2934 -1.9644
H4 -1.6531 2.7225 0.2140
H5 -2.9161 0.4426 0.0758
H6 1.6610 -1.5649 0.9967
H7 0.0552 2.6160 0.3372
H8 1.1829 -0.3917 2.3274
H9 -1.1350 -1.6961 -0.6600
H10 1.7709 1.7163 1.0553
H11 2.7055 0.8800 -0.2551
H12 2.1589 -0.7730 -1.2840
H13 -2.6399 -1.9028 0.4389
H14 1.4643 1.9232 -0.7537
H15 -2.8180 -1.3522 -1.2959

Entry from the Open Molecules 2025 dataset: 2 unconnected molecules or ions with the total composition C5H15N3O (wB97M-V/def2-TZVPD).

Properties
spin multiplicity: 1
LUMO energy: 0.80 eV
DFT total energy: -11945.792 eV
frontier orbital gap: 7.80 eV

Positions of all 24 atoms, in Å:
O1 1.2491 2.1499 -0.0614
N1 -1.4785 1.4268 -0.4344
N2 0.0150 -0.5351 -1.7464
N3 -2.5573 -0.2183 0.9266
C1 2.8273 0.4042 0.4819
C2 -0.8579 -0.8884 -0.6858
C3 -1.5990 0.0505 -0.0770
C4 1.6024 1.1990 0.9218
C5 -0.9642 -2.3527 -0.3628
H1 -1.9977 -2.6454 -0.1916
H2 2.6173 -0.1500 -0.4273
H3 3.6524 1.0832 0.2839
H4 0.6921 -1.2625 -1.9315
H5 -2.5635 0.5063 1.6417
H6 -2.2295 1.9659 -0.0182
H7 -2.4149 -1.1154 1.3584
H8 -1.5199 1.5337 -1.4512
H9 0.7696 0.5094 1.1193
H10 3.1190 -0.2915 1.2613
H11 0.2844 2.1013 -0.1998
H12 1.8335 1.7254 1.8609
H13 0.4839 0.3500 -1.5938
H14 -0.3781 -2.6077 0.5237
H15 -0.5856 -2.9386 -1.1982

Entry from the Open Molecules 2025 dataset: 2 unconnected molecules or ions with the total composition C5H15N3O3 (wB97M-V/def2-TZVPD).

Properties
spin multiplicity: 1
LUMO energy (alpha / beta): 0.86 / -0.55 eV
DFT total energy: -16030.808 eV
frontier orbital gap (alpha / beta): 10.34 / 6.55 eV

Positions of all 26 atoms, in Å:
O1 0.0457 -1.8265 -1.2599
O2 1.2508 0.4178 0.8742
O3 -2.0984 -0.1078 0.9198
N1 0.8942 -0.4813 1.9255
N2 -0.6153 -0.7902 -0.5668
N3 -1.4530 -1.1865 0.3860
C1 0.5125 -2.7577 -0.3304
C2 2.8277 1.4384 -0.5839
C3 2.5321 0.5225 0.6044
C4 -2.2986 1.1695 0.3469
C5 -3.1642 1.0964 -0.9623
H1 2.9132 -0.5240 0.3847
H2 -2.7737 0.8252 -1.9615
H3 1.2792 -3.3953 -0.9312
H4 0.9347 -2.2349 0.5218
H5 -3.8160 0.1730 -0.7877
H6 -3.8851 1.9617 -0.9360
H7 3.8803 1.4114 -0.6906
H8 0.0464 0.0165 -0.4415
H9 -0.3306 -3.4219 0.0247
H10 -3.0064 1.5101 1.1236
H11 0.0055 -0.0138 2.3467
H12 2.4612 2.4163 -0.3118
H13 -1.3571 1.6657 0.2406
H14 2.1622 0.9904 -1.3447
H15 3.0526 1.1249 1.4093

Entry from the Open Molecules 2025 dataset: a gas-phase ion, C5H15N4 (charge +1) (wB97M-V/def2-TZVPD).

Properties
spin multiplicity: 1
total charge: +1
LUMO energy: -2.93 eV
DFT total energy: -11379.044 eV
frontier orbital gap: 8.66 eV

Positions of all 24 atoms, in Å:
N1 2.1498 0.6873 -0.9687
N2 -1.7088 -1.9923 0.3519
N3 -0.6054 -0.3025 -0.8675
N4 -1.5835 1.9764 0.3650
C1 2.4032 -0.8435 1.0731
C2 -0.8907 -1.7839 -0.7795
C3 0.1375 0.2351 0.3556
C4 -0.1270 1.7752 0.5183
C5 1.5771 0.1652 0.1471
H1 3.5037 -0.7180 1.0552
H2 0.1255 -2.2135 -0.5987
H3 1.5592 1.0877 -1.6622
H4 0.3718 2.3293 -0.1346
H5 0.1032 2.1147 1.4740
H6 3.0210 1.1354 -0.9392
H7 -2.2133 1.5384 0.9907
H8 -0.1242 -0.4494 1.0939
H9 -1.5613 0.0436 -0.7733
H10 -2.4942 -1.3611 0.4499
H11 1.8011 -1.2312 1.9635
H12 -1.4247 -1.8689 -1.8340
H13 -1.9209 2.8706 0.0877
H14 -2.0821 -2.9160 0.3459
H15 -0.0169 -0.2785 -1.7141

Entry from the Open Molecules 2025 dataset: 2 unconnected molecules or ions with the total composition C5H15N4S (wB97M-V/def2-TZVPD).

Properties
spin multiplicity: 1
total charge: +1
LUMO energy: -3.29 eV
DFT total energy: -22215.072 eV
frontier orbital gap: 8.39 eV

Positions of all 25 atoms, in Å:
S1 -2.5717 0.6407 -1.0305
N1 1.8832 -0.6637 -0.0781
N2 -1.6689 -0.4093 -0.2731
N3 0.7917 1.4487 0.1041
N4 -4.1827 0.1076 -0.7234
C1 1.3792 -0.8605 -1.3292
C2 -2.1082 -1.1724 0.6300
C3 0.3807 2.5620 0.9650
C4 2.6112 -1.6810 0.5175
C5 1.5931 0.4817 0.5514
H1 -0.4605 2.9300 0.3295
H2 0.7432 1.7290 -0.8560
H3 1.1376 3.3822 0.8088
H4 -4.6842 -0.2744 -1.5727
H5 1.9321 0.3923 1.6070
H6 1.6723 -1.7550 -1.8108
H7 1.6930 -0.1138 -2.1422
H8 2.0192 -2.6422 0.4573
H9 3.0453 -1.2882 1.4842
H10 -1.4283 -1.8183 1.2136
H11 3.4082 -1.9786 -0.0644
H12 0.2807 -0.7860 -1.4593
H13 0.3602 2.2010 2.0125
H14 -4.7322 0.7331 -0.2442
H15 -3.0942 -1.1650 0.9028

Entry from the Open Molecules 2025 dataset: 3 unconnected molecules or ions with the total composition C5H15N6O4 (wB97M-V/def2-TZVPD).

Properties
spin multiplicity: 1
total charge: +1
LUMO energy (alpha / beta): -5.45 / -4.73 eV
DFT total energy: -22544.620 eV
frontier orbital gap (alpha / beta): 6.16 / 8.17 eV

Positions of all 30 atoms, in Å:
O1 1.0992 1.7883 1.1863
O2 1.8255 1.4770 -0.8087
O3 -2.4579 -1.3805 -1.3372
O4 -3.3788 0.2390 -0.1603
N1 1.1965 -1.0240 0.6993
N2 -0.8812 0.0891 2.3805
N3 3.0696 -1.5028 -1.1060
N4 -2.4748 -0.2138 -0.8426
N5 1.0545 2.0314 -0.0287
N6 -0.2995 -2.5615 -0.2108
C1 -0.0843 2.7543 -0.6757
C2 -1.3289 0.5573 -0.9546
C3 -1.3186 1.9696 -0.3589
C4 -1.0616 -0.8645 1.4370
C5 -0.0542 -1.5042 0.6237
H1 -1.7654 0.3592 2.8213
H2 3.2557 -2.3993 -1.4920
H3 0.0779 2.7162 -1.6879
H4 0.4996 -3.0678 -0.4360
H5 -1.3989 1.9356 0.7169
H6 -2.2110 2.4062 -0.4978
H7 -0.5059 0.1263 -1.6660
H8 -0.0437 0.3479 2.8567
H9 -0.0576 3.6944 -0.1790
H10 4.0157 -1.2738 -0.7491
H11 -1.1553 -2.6075 -0.6104
H12 -2.1301 -1.2890 1.1946
H13 2.0664 -1.4034 0.0828
H14 2.8083 -0.7384 -1.7090
H15 1.6385 -0.6612 1.5116

Entry from the Open Molecules 2025 dataset: 2 unconnected molecules or ions with the total composition C5H15NO (wB97M-V/def2-TZVPD).

Properties
spin multiplicity: 2
total charge: -1
LUMO energy (alpha / beta): 3.87 / 3.74 eV
DFT total energy: -8964.107 eV
frontier orbital gap (alpha / beta): 2.51 / 9.51 eV

Positions of all 22 atoms, in Å:
O1 -0.1907 3.1428 -0.4389
N1 0.6782 0.8556 1.1923
C1 0.8198 0.0466 -0.0579
C2 -0.5116 -0.1684 -0.7851
C3 -0.4990 -1.4146 -1.6435
C4 -0.7514 -2.7374 -0.8906
C5 0.5079 -0.0340 2.3704
H1 -1.1964 -1.3852 -2.4846
H2 0.1735 -3.2203 -0.5897
H3 -1.3190 -0.2067 -0.0493
H4 -0.2137 2.2527 -0.0104
H5 1.5758 0.4420 -0.7366
H6 1.5867 1.2909 1.2722
H7 0.9020 -1.0421 2.2279
H8 0.4694 -1.4916 -2.1433
H9 -1.2827 -3.3990 -1.5765
H10 1.1584 -0.9524 0.2265
H11 -0.5612 -0.0659 2.5970
H12 1.0039 0.4469 3.2112
H13 -1.3921 -2.5732 -0.0306
H14 -0.7858 3.6460 0.1294
H15 -0.7715 0.7020 -1.3911